Density functional theory data (wB97M-V/def2-TZVPD) for 14 unconnected molecules or ions with the total composition C49H124BN8O25 in a non-equilibrium geometry.

Last column: Löwdin charge in e.
Positions of all 207 atoms, in Å:
O 1.081 -3.282 -2.548  0.112
C 1.421 -2.283 -1.926  -0.346
O 1.267 -1.918 -0.659  0.239
B 1.884 -0.626 -0.438  -0.886
O 2.485 -0.173 -1.713  0.242
C 2.290 -1.134 -2.577  -0.350
O 2.570 -1.098 -3.800  0.073
O 2.874 -0.815 0.667  0.224
C 2.666 -0.059 1.696  -0.414
O 3.314 0.104 2.700  0.130
C 1.361 0.718 1.338  -0.357
O 0.944 0.310 0.161  0.233
O 0.852 1.601 2.037  0.091
C -2.246 -5.095 -6.143  -0.125
O -3.194 -4.572 -7.156  -0.138
H -2.399 -6.144 -5.891  0.065
H -1.228 -4.992 -6.519  0.068
H -2.253 -4.591 -5.176  0.070
H -3.533 -3.765 -6.763  0.043
C 6.526 -0.209 -5.992  -0.147
O 7.417 -0.281 -4.869  -0.141
H 7.055 -0.184 -6.944  0.067
H 5.909 -1.092 -5.827  0.082
H 5.977 0.731 -5.953  0.075
H 7.666 0.618 -4.642  0.062
C 2.887 -6.396 -6.457  -0.129
O 2.459 -6.282 -7.867  -0.136
H 3.556 -5.587 -6.163  0.076
H 2.060 -6.468 -5.750  0.069
H 3.386 -7.350 -6.292  0.064
H 3.242 -5.859 -8.227  0.054
C 1.560 -1.667 -9.553  -0.177
O 2.277 -1.480 -10.734  -0.119
H 0.513 -1.414 -9.725  0.071
H 1.578 -2.651 -9.085  0.084
H 1.824 -0.843 -8.889  0.071
H 1.865 -0.771 -11.234  0.075
C -1.198 -7.614 -1.705  -0.162
O -0.985 -8.604 -0.723  -0.116
H -2.133 -7.823 -2.225  0.073
H -1.236 -6.606 -1.291  0.075
H -0.405 -7.588 -2.452  0.072
H -1.827 -8.957 -0.426  0.073
C -7.583 4.719 -0.126  -0.120
O -6.620 3.906 -0.766  -0.183
C -5.322 4.034 -0.209  -0.236
C -4.276 3.242 -0.962  -0.209
N -4.582 1.811 -0.887  -0.053
C -3.673 1.077 -1.748  -0.207
C -4.178 -0.358 -1.999  -0.202
O -5.391 -0.340 -2.765  -0.194
C -6.056 -1.559 -2.757  -0.139
H -7.646 4.538 0.947  0.082
H -8.579 4.463 -0.487  0.085
H -7.423 5.791 -0.238  0.083
H -5.396 3.626 0.799  0.121
H -4.962 5.063 -0.205  0.120
H -3.277 3.357 -0.542  0.128
H -4.352 3.616 -1.983  0.116
H -5.523 1.665 -1.225  0.102
H -2.656 1.008 -1.363  0.125
H -3.677 1.519 -2.745  0.108
H -4.305 -0.835 -1.027  0.114
H -3.472 -0.995 -2.531  0.122
H -5.397 -2.426 -2.802  0.086
H -6.858 -1.486 -3.491  0.091
H -6.545 -1.795 -1.812  0.077
C -0.424 -7.483 3.337  -0.097
O 0.652 -7.462 2.411  -0.210
C 1.294 -6.261 2.177  -0.233
C 2.462 -6.402 1.157  -0.153
N 3.213 -7.676 1.385  -0.053
C 4.189 -7.915 0.273  -0.201
C 3.535 -8.298 -1.056  -0.195
O 2.425 -9.186 -0.748  -0.199
C 1.959 -10.055 -1.813  -0.107
H 0.026 -7.307 4.314  0.079
H -0.784 -8.510 3.402  0.084
H -1.209 -6.765 3.100  0.084
H 1.706 -6.039 3.161  0.110
H 0.584 -5.474 1.923  0.119
H 3.173 -5.582 1.254  0.108
H 2.063 -6.335 0.145  0.108
H 3.817 -7.677 2.194  0.099
H 4.834 -8.724 0.619  0.109
H 4.832 -7.041 0.175  0.104
H 4.206 -8.793 -1.758  0.114
H 3.101 -7.392 -1.479  0.105
H 2.581 -10.937 -1.967  0.075
H 1.782 -9.580 -2.778  0.072
H 0.939 -10.370 -1.593  0.069
C 0.365 1.633 8.274  -0.098
O 0.326 1.981 9.682  -0.184
C -0.964 2.460 10.041  -0.210
C -1.858 1.244 10.397  -0.215
N -1.566 0.767 11.746  -0.062
C -2.421 -0.371 11.978  -0.229
C -2.172 -0.943 13.392  -0.207
O -0.984 -1.740 13.456  -0.179
C -0.997 -2.615 14.557  -0.134
H 1.275 1.149 7.921  0.084
H 0.332 2.487 7.599  0.083
H -0.421 0.946 7.958  0.076
H -1.464 3.035 9.262  0.112
H -0.821 3.108 10.906  0.119
H -1.761 0.421 9.688  0.103
H -2.916 1.481 10.283  0.116
H -0.613 0.464 11.883  0.118
H -2.205 -1.099 11.195  0.115
H -3.491 -0.201 11.855  0.117
H -3.020 -1.561 13.689  0.106
H -2.166 -0.111 14.097  0.120
H -1.923 -3.152 14.761  0.083
H -0.717 -2.088 15.470  0.081
H -0.164 -3.311 14.457  0.085
C 2.749 10.855 -1.303  -0.123
O 2.601 9.556 -0.794  -0.205
C 3.871 8.966 -0.563  -0.192
C 3.771 7.374 -0.287  -0.185
N 3.203 6.730 -1.446  -0.081
C 2.484 5.493 -1.165  -0.182
C 1.446 5.401 -2.336  -0.210
O 0.486 6.426 -2.120  -0.218
C -0.391 6.612 -3.216  -0.103
H 3.306 11.411 -0.548  0.090
H 1.787 11.302 -1.552  0.084
H 3.218 10.922 -2.284  0.086
H 4.301 9.433 0.323  0.112
H 4.582 9.073 -1.382  0.115
H 3.107 7.238 0.567  0.101
H 4.716 6.867 -0.091  0.114
H 2.509 7.424 -1.686  0.078
H 1.927 5.405 -0.233  0.114
H 3.157 4.638 -1.231  0.116
H 0.924 4.447 -2.260  0.117
H 1.940 5.486 -3.304  0.120
H 0.145 6.969 -4.096  0.085
H -1.181 7.325 -2.981  0.081
H -0.828 5.635 -3.420  0.082
C -3.218 -0.985 4.426  -0.087
C -3.828 -0.677 3.118  -0.467
C -5.226 -1.199 2.916  -0.181
O -5.308 -2.645 2.967  -0.176
C -6.653 -2.974 2.946  -0.155
N -3.719 0.778 2.993  0.047
H -3.304 -2.056 4.611  0.076
H -3.626 -0.482 5.303  0.084
H -2.133 -0.890 4.393  0.082
H -3.168 -1.171 2.405  0.139
H -5.588 -0.970 1.914  0.120
H -5.885 -0.757 3.664  0.126
H -6.759 -4.059 2.938  0.089
H -7.188 -2.623 2.063  0.082
H -7.121 -2.545 3.832  0.085
H -2.763 1.104 2.973  0.073
H -4.024 1.002 2.056  0.047
C -4.332 1.512 -8.183  -0.048
C -3.464 0.226 -7.759  -0.400
C -2.117 0.524 -7.064  -0.196
O -1.253 1.344 -7.834  -0.193
C -0.190 1.891 -7.095  -0.120
N -4.224 -0.564 -6.814  0.024
H -5.296 1.162 -8.551  0.065
H -3.721 2.119 -8.851  0.064
H -4.508 2.164 -7.327  0.066
H -3.350 -0.303 -8.705  0.129
H -1.585 -0.341 -6.665  0.130
H -2.388 1.157 -6.219  0.112
H -0.483 2.405 -6.179  0.081
H 0.223 2.698 -7.699  0.085
H 0.590 1.173 -6.842  0.087
H -4.300 -0.023 -5.964  0.064
H -5.176 -0.608 -7.149  0.066
C -1.702 10.168 -0.393  -0.053
C -1.515 9.791 1.137  -0.400
C -1.234 8.283 1.363  -0.174
O -1.262 8.086 2.821  -0.212
C -0.615 6.854 3.243  -0.083
N -0.435 10.643 1.690  0.039
H -2.486 9.590 -0.882  0.065
H -0.743 9.992 -0.881  0.059
H -1.968 11.221 -0.486  0.067
H -2.465 10.036 1.611  0.125
H -0.259 8.064 0.926  0.113
H -1.940 7.637 0.842  0.118
H -0.522 6.881 4.329  0.083
H 0.358 6.719 2.770  0.076
H -1.236 6.004 2.962  0.081
H -0.106 10.144 2.505  0.054
H 0.398 10.399 1.174  0.047
C 7.772 -2.326 2.385  -0.075
C 7.145 -3.352 1.467  -0.472
C 7.153 -2.836 0.038  -0.196
O 6.672 -3.925 -0.758  -0.192
C 6.892 -3.717 -2.139  -0.113
N 7.993 -4.483 1.527  0.034
H 8.805 -2.078 2.144  0.074
H 7.822 -2.650 3.425  0.081
H 7.185 -1.419 2.242  0.081
H 6.149 -3.584 1.842  0.144
H 8.194 -2.586 -0.168  0.123
H 6.590 -1.917 -0.120  0.131
H 7.913 -3.509 -2.458  0.086
H 6.225 -3.000 -2.617  0.086
H 6.617 -4.644 -2.642  0.082
H 8.956 -4.181 1.579  0.066
H 7.918 -4.853 0.590  0.059

Calculated values
* charge: -1
* gap between HOMO and LUMO: 8.3 eV
* lowest unoccupied orbital energy: 1.788 eV
* E: -116602.71232 eV